# 1
Here is a molecular structure, C3H4NO from OMol25. Energies are from wB97M-V/def2-TZVPD.

Results
Gap between HOMO and LUMO (spin up / spin down) = 6.764 / 6.763 eV
LUMO level (spin up / spin down) = 0.1747 / 0.1747 Eh
Strongest force on any atom = 3.4 eV Å⁻¹
HOMO energy (spin up / spin down) = -2.01 / -2.01 eV

Structure (ORCA input):
```
! wB97M-V def2-TZVPD RIJCOSX def2/J DEFGRID3
* xyz -1 1
C 0.00 0.26 -0.16
C -1.01 1.15 -0.03
C -0.09 -1.21 -0.09
N 1.25 0.15 0.29
O 2.39 0.05 -0.16
H -0.89 2.15 0.30
H -2.08 0.95 -0.31
H -0.05 -1.60 0.92
H 0.48 -1.91 -0.76
*
```

=====

# 2
Here is a molecular structure, C60H46BrOsP3Si from OMol25. Energies are from wB97M-V/def2-TZVPD.

Results
Gap between HOMO and LUMO = 5.207 eV
LUMO level = -0.2676 Eh
Strongest force on any atom = 1.3 eV Å⁻¹
HOMO energy = -12.49 eV

Structure (ORCA input):
```
! wB97M-V def2-TZVPD RIJCOSX def2/J DEFGRID3
* xyz 2 1
Os -0.07 0.11 -0.36
C -6.75 -0.03 -1.52
C -6.27 0.76 -0.48
C -4.95 0.65 -0.07
C -4.09 -0.25 -0.71
C -4.57 -1.03 -1.75
C -5.90 -0.92 -2.15
P -2.40 -0.41 -0.07
C -1.56 -1.46 -1.28
C -1.22 -0.86 -2.46
C -0.63 -1.60 -3.59
C -0.41 -2.91 -3.53
C -0.73 -3.71 -2.30
C -1.48 -2.97 -1.15
C -2.53 -1.39 1.47
C -3.63 -2.20 1.76
C -3.66 -2.94 2.93
C -2.60 -2.87 3.82
C -1.51 -2.04 3.55
C -1.47 -1.28 2.38
Si -0.16 0.02 1.98
C 1.57 -0.24 2.67
C 1.86 -0.26 4.04
C 3.17 -0.39 4.49
C 4.21 -0.53 3.57
C 3.93 -0.52 2.21
C 2.62 -0.35 1.75
P 2.21 -0.37 -0.03
C 3.16 0.88 -0.94
C 4.39 1.39 -0.53
C 5.09 2.28 -1.34
C 4.55 2.68 -2.56
C 3.32 2.19 -2.97
C 2.63 1.29 -2.17
C 3.07 -1.90 -0.58
C 3.69 -1.98 -1.83
C 4.36 -3.14 -2.22
C 4.43 -4.23 -1.36
C 3.81 -4.17 -0.12
C 3.12 -3.02 0.26
C -0.78 1.66 2.63
C -1.15 1.88 3.97
C -1.48 3.15 4.41
C -1.45 4.23 3.53
C -1.10 4.03 2.21
C -0.78 2.74 1.76
P -0.30 2.44 0.03
C -1.67 2.96 -1.03
C -1.49 2.90 -2.42
C -2.52 3.23 -3.28
C -3.75 3.63 -2.77
C -3.94 3.68 -1.40
C -2.91 3.34 -0.53
C 0.97 3.73 -0.18
C 2.02 3.73 0.74
C 2.94 4.77 0.73
C 2.83 5.80 -0.20
C 1.80 5.78 -1.13
C 0.87 4.75 -1.12
H -7.78 0.05 -1.83
H -6.94 1.46 0.02
H -4.58 1.26 0.74
H -3.92 -1.73 -2.27
H -6.27 -1.54 -2.96
H -1.54 0.16 -2.63
H -0.41 -1.06 -4.50
H -0.01 -3.45 -4.39
H -1.20 -4.66 -2.56
H -2.49 -3.33 -0.93
H -4.47 -2.25 1.06
H -4.52 -3.56 3.16
H -2.63 -3.45 4.74
H -0.69 -1.98 4.27
H 1.06 -0.16 4.77
H 3.38 -0.40 5.55
H 5.23 -0.64 3.91
H 4.75 -0.67 1.50
H 4.82 1.10 0.42
H 6.05 2.67 -1.02
H 5.10 3.38 -3.19
H 2.90 2.51 -3.92
H 1.68 0.89 -2.50
H 3.67 -1.13 -2.50
H 4.85 -3.18 -3.19
H 4.97 -5.12 -1.65
H 3.88 -5.01 0.56
H 2.66 -2.97 1.24
H -1.18 1.05 4.67
H -1.76 3.31 5.45
H -1.69 5.23 3.88
H -1.07 4.87 1.52
H -0.53 2.59 -2.82
H -2.37 3.19 -4.36
H -4.56 3.90 -3.44
H -4.90 3.99 -1.00
H -3.07 3.39 0.54
H 2.10 2.94 1.48
H 3.74 4.78 1.47
H 3.55 6.61 -0.20
H 1.71 6.59 -1.85
H 0.04 4.78 -1.82
Br 2.00 -7.55 0.26
C 1.07 -5.93 0.01
C 0.21 -5.48 1.04
C -0.63 -4.38 0.89
C -0.49 -3.64 -0.25
C 0.49 -3.97 -1.28
C 1.22 -5.22 -1.13
H 0.16 -6.06 1.96
H -1.42 -4.17 1.62
H 1.23 -3.16 -1.44
H 1.90 -5.55 -1.91
*
```